1 | The following is a quantum chemistry calculation of an isolated molecule of C3H6N2O, from the OMol25 dataset.

Summary:
net charge: 0
SMILES string: C=NNCC=O
gap between HOMO and LUMO: 9.1 eV
highest occupied orbital energy: -8.5 eV

Each line ends with the Mulliken charge.
Element x y z (Å)
C (0.56706, -0.76982, 1.00554)  -0.450
N (-0.71547, -0.29071, 0.68172)  -0.398
C (1.44386, -0.82173, -0.37852)  0.162
C (-1.21624, 1.64161, -0.77986)  -0.207
N (-0.82042, 0.44001, -0.90201)  -0.455
O (2.44166, -1.44579, -0.55935)  -0.464
H (-1.31001, -1.09009, 0.45220)  0.326
H (1.13575, -0.07190, 1.62578)  0.226
H (0.60780, -1.78756, 1.40835)  0.306
H (0.79815, -0.14107, -1.09815)  0.400
H (-1.17047, 2.22158, 0.15232)  0.291
H (-1.76167, 2.11548, -1.60801)  0.264

---

2 | The following is a quantum chemistry calculation of a structure of composition C3H6N2O, from the OMol25 dataset.

Summary:
net charge: 0
gap between HOMO and LUMO: 10.5 eV
highest occupied orbital energy: -9.8 eV

Each line ends with the Mulliken charge.
Element x y z (Å)
C (0.70051, 0.10319, 0.05921)  0.238
C (-2.26154, 0.09620, 0.03950)  0.128
C (2.11200, 0.44664, -0.17382)  -0.809
N (0.13644, -0.83235, -0.52076)  -0.490
N (-1.55708, -1.05247, -0.02094)  -0.247
O (-1.92977, 1.25972, -0.26308)  -0.548
H (0.30821, 0.51757, 0.90739)  0.340
H (-3.28874, -0.26391, 0.27910)  0.333
H (2.06796, 1.09803, -1.14018)  0.209
H (2.63841, -0.61240, -0.48961)  0.265
H (2.58004, 0.95522, 0.66914)  0.319
H (-1.50644, -1.71544, 0.65403)  0.261

---

3 | The following is a quantum chemistry calculation of an isolated molecule of C3H6N2O, from the OMol25 dataset.

Summary:
net charge: 0
SMILES string: C=CN(N)C=O
gap between HOMO and LUMO: 10.0 eV
highest occupied orbital energy: -9.1 eV

Each line ends with the Mulliken charge.
Element x y z (Å)
C (-1.08826, 0.13375, -0.93740)  -0.044
C (-1.15946, 1.38044, -1.44153)  -0.691
C (1.15697, 0.12418, 0.11073)  0.115
H (-0.59028, -1.95498, 1.19997)  0.218
H (-1.37230, -0.51342, 1.63084)  0.240
H (-1.66347, -0.68149, -1.36443)  0.353
H (-1.97313, 1.61555, -2.19354)  0.234
H (-0.55456, 2.19891, -1.03659)  0.276
H (1.42460, 0.86481, -0.74358)  0.203
N (-0.53615, -0.88297, 1.26215)  -0.660
N (-0.17808, -0.29426, 0.11119)  0.271
O (2.03416, -0.38987, 0.81289)  -0.516

---

4 | The following is a quantum chemistry calculation of an isolated molecule of C3H6N2O, from the OMol25 dataset.

Summary:
net charge: 0
SMILES string: O=C1NCCN1
gap between HOMO and LUMO: 10.2 eV
highest occupied orbital energy: -9.3 eV

Each line ends with the Mulliken charge.
Element x y z (Å)
O (2.57637, -0.27102, -0.20982)  -0.614
C (1.37402, -0.11310, -0.22529)  0.260
N (0.60832, 1.04812, -0.36883)  -0.159
C (-0.78955, 0.81197, -0.06817)  -0.355
C (-0.81360, -0.65282, 0.40818)  -0.417
N (0.45295, -1.13114, -0.07334)  -0.194
H (0.85165, 1.86294, -0.91348)  0.232
H (-1.42979, 0.96016, -0.95390)  0.296
H (-1.07658, 1.41889, 0.80083)  0.226
H (-0.86434, -0.67759, 1.50417)  0.217
H (-1.66814, -1.21307, 0.02074)  0.290
H (0.80731, -2.05601, 0.07812)  0.217

---

Which structure is the most stable? The one labeled 4.

---

1 | The following is a quantum chemistry calculation of an isolated molecule of C3H6N2O, from the OMol25 dataset.

Summary:
net charge: 0
SMILES string: C#CCONN
gap between HOMO and LUMO: 8.5 eV
highest occupied orbital energy: -8.4 eV

Each line ends with the Mulliken charge.
Element x y z (Å)
C (-0.31759, -0.39297, -1.09004)  -0.405
C (-0.58621, -0.82908, -2.20063)  -0.271
C (-0.50393, -0.97047, 0.24895)  0.008
N (0.91273, 0.52963, 0.79494)  -0.232
N (0.88755, 1.84809, 1.23402)  -0.502
O (-0.18662, -0.12774, 1.20137)  -0.222
H (0.74684, 0.50746, -0.29463)  0.347
H (-0.22018, -0.71766, -3.23358)  0.297
H (-1.53202, -1.28246, 0.55864)  0.310
H (0.16087, -1.95650, 0.17896)  0.165
H (-0.08523, 2.09910, 1.53999)  0.262
H (1.64806, 1.99343, 1.88350)  0.243

---

2 | The following is a quantum chemistry calculation of an isolated molecule of C3H6N2O, from the OMol25 dataset.

Summary:
net charge: 0
SMILES string: [H]/N=C(\C)NC=O
gap between HOMO and LUMO: 10.5 eV
highest occupied orbital energy: -9.8 eV

Each line ends with the Mulliken charge.
Element x y z (Å)
C (-0.52661, -1.49439, 0.17485)  -1.125
C (0.23139, -0.25436, -0.16349)  0.464
N (1.46941, -0.03436, -0.03572)  -0.522
N (-0.55297, 0.83262, -0.75928)  -0.370
C (-0.25848, 1.82044, 0.22880)  0.161
O (0.75818, 2.45621, 0.23023)  -0.445
H (-0.15798, -1.93566, 1.10416)  0.332
H (-0.35400, -2.19297, -0.64748)  0.294
H (-1.59865, -1.30404, 0.24385)  0.309
H (2.01041, -0.85679, 0.17518)  0.230
H (-0.01617, 1.10395, -1.58800)  0.331
H (-1.00453, 1.85934, 1.03691)  0.341

---

3 | The following is a quantum chemistry calculation of a cluster of 2 separate species, C3H6N2O in total, from the OMol25 dataset.

Summary:
net charge: 0
gap between HOMO and LUMO (alpha / beta): 8.9 / 8.4 eV
highest occupied orbital energy (alpha / beta): -9.2 / -9.2 eV

Each line ends with the Mulliken charge.
Element x y z (Å)
C (-0.11303, -0.96852, -0.57766)  -0.474
C (0.18213, 0.29716, 0.07474)  0.484
C (1.56660, 0.66508, 0.50300)  -1.215
N (-3.03937, -0.12162, 0.20226)  0.150
N (-0.36667, -0.84959, 0.81018)  -0.482
O (-2.57244, 0.19863, -0.83044)  -0.182
H (-1.07722, -0.72469, -1.12766)  0.235
H (0.38650, -1.85541, -0.88808)  0.329
H (-0.54239, 1.12560, -0.20758)  0.256
H (2.12276, -0.26565, 0.42124)  0.286
H (1.63559, 0.90473, 1.59494)  0.254
H (1.81754, 1.59428, 0.02508)  0.360

---

4 | The following is a quantum chemistry calculation of an isolated molecule of C3H6N2O, from the OMol25 dataset.

Summary:
net charge: 0
SMILES string: [H]/N=C/N(O)C=C
gap between HOMO and LUMO: 9.2 eV
highest occupied orbital energy: -8.4 eV

Each line ends with the Mulliken charge.
Element x y z (Å)
C (-0.64751, 0.16813, 1.04538)  0.060
C (-1.45350, -0.84472, 1.43666)  -0.731
C (0.94611, 0.75931, -0.65874)  -0.198
H (0.32157, -0.57899, -1.67167)  0.499
H (-0.34905, 1.02007, 1.57134)  0.273
H (-2.02713, -0.88369, 2.43330)  0.236
H (-1.62490, -1.51773, 0.61004)  0.310
H (1.32745, 1.40227, 0.19221)  0.230
H (2.40827, 0.88731, -2.02597)  0.238
N (0.00535, 0.07611, -0.13153)  0.300
N (1.58751, 0.27943, -1.71736)  -0.650
O (-0.49417, -0.76752, -1.08367)  -0.566

---

Which structure is the most stable? The one labeled 2.